Computed, not measured: 9 unconnected molecules or ions with the total composition C38H100N6O16, with wB97M-V/def2-TZVPD.

Structure (XYZ):
```
160
Properties=species:S:1:pos:R:3:forces:R:3:lowdin_charge:R:1
C -20.946241 13.889489 -0.250698 -0.409 -0.276 0.464 -0.11
O -21.807291 12.886301 -0.755722 0.182 0.281 -0.728 -0.20
C -22.944820 12.697961 0.054093 0.169 -0.092 0.521 -0.25
C -23.577675 11.372610 -0.308622 0.436 0.165 0.323 -0.22
N -22.798303 10.289009 0.265557 -0.387 -0.880 0.159 -0.06
C -23.327852 8.987914 -0.167568 1.135 0.079 -0.666 -0.21
C -22.451901 7.879788 0.380985 -0.277 0.917 1.824 -0.24
O -21.109745 8.088818 0.006766 0.181 -0.026 -0.673 -0.19
C -20.315430 6.933529 0.151174 0.092 0.183 -0.140 -0.11
H -21.531057 14.772939 0.027443 0.114 0.043 0.149 0.09
H -20.202652 14.204326 -0.977983 -0.087 -0.327 -0.262 0.08
H -20.444806 13.462928 0.625189 0.128 0.404 0.121 0.09
H -23.647238 13.540205 -0.000513 0.026 0.004 -0.367 0.12
H -22.620906 12.648820 1.103950 -0.106 -0.094 0.023 0.12
H -23.673257 11.292137 -1.400683 -0.086 0.082 -0.039 0.12
H -24.570805 11.322568 0.144282 -0.084 0.037 -0.132 0.12
H -21.824939 10.281815 -0.018225 -0.031 0.519 -0.129 0.11
H -23.245187 8.932721 -1.264356 -0.665 -0.121 -0.041 0.11
H -24.342021 8.861377 0.207773 -0.128 -0.050 -0.226 0.12
H -22.820217 6.869594 0.189428 0.069 0.018 -0.441 0.12
H -22.510635 8.053738 1.471371 0.060 -0.499 0.031 0.13
H -20.087938 6.730264 1.203680 -0.368 -0.290 0.034 0.09
H -19.344470 7.078512 -0.325101 -0.149 0.279 -0.207 0.07
H -20.830432 6.117396 -0.363577 0.221 -0.361 0.323 0.09
C -19.868940 4.071048 -3.868064 1.952 -0.319 -0.177 -0.12
O -20.613986 3.042781 -4.454576 -0.443 0.093 -0.407 -0.19
C -21.842843 3.425655 -5.089851 0.530 -0.689 1.417 -0.19
C -22.329091 2.247342 -5.888774 -0.462 -0.310 -1.302 -0.18
N -22.172415 2.432003 -7.344831 0.752 -0.304 -0.647 -0.08
C -20.798946 2.612760 -7.849819 0.471 0.375 0.723 -0.19
C -19.896539 1.367746 -7.720984 -0.045 -0.004 -0.024 -0.21
O -19.172251 1.035871 -8.886497 -0.134 0.025 -0.164 -0.19
C -18.308363 2.066635 -9.320794 -0.660 0.086 -0.584 -0.11
H -20.144578 4.456132 -2.880870 -0.726 -0.154 -0.115 0.09
H -19.606888 4.912958 -4.518807 -0.673 0.083 -0.173 0.06
H -18.893197 3.585951 -3.735144 0.005 0.162 0.345 0.08
H -21.667057 4.323425 -5.684503 -0.410 0.057 -0.052 0.10
H -22.555985 3.559733 -4.267446 -0.133 0.668 -0.267 0.13
H -23.406579 2.116946 -5.772517 0.000 0.117 0.259 0.12
H -21.878473 1.301264 -5.569173 0.279 0.256 0.410 0.12
H -22.409562 1.545610 -7.786255 -0.692 0.185 0.084 0.11
H -20.298664 3.415836 -7.296375 -0.280 0.160 -0.043 0.11
H -20.873354 2.959900 -8.882940 0.047 -0.278 -0.094 0.11
H -20.523854 0.499795 -7.498460 0.067 -0.049 -0.059 0.12
H -19.190060 1.480500 -6.886841 -0.087 0.074 0.035 0.12
H -18.850723 2.877963 -9.828594 -0.118 0.079 0.383 0.07
H -17.711338 1.644237 -10.128227 0.488 -0.092 0.440 0.09
H -17.754684 2.486459 -8.476834 0.374 -0.086 -0.171 0.09
C -22.931605 13.027345 -7.341680 0.823 -0.417 -0.032 -0.13
O -24.288039 12.949547 -7.668230 -0.130 0.008 0.097 -0.20
C -25.156178 13.214493 -6.590745 -0.639 -0.180 -0.300 -0.23
C -26.589958 12.997483 -7.039869 -0.028 -0.335 0.502 -0.21
N -26.848652 11.577323 -7.218592 0.660 -0.133 -0.062 -0.06
C -28.214015 11.230679 -7.520865 -0.687 0.292 0.178 -0.22
C -28.411002 9.732045 -7.636729 0.418 0.251 -0.127 -0.25
O -29.716069 9.498170 -8.115885 0.070 -0.531 0.227 -0.19
C -29.864837 8.123209 -8.463724 0.524 0.589 -0.035 -0.10
H -22.382877 12.871375 -8.272361 0.032 0.232 0.045 0.09
H -22.583122 12.235126 -6.659171 -0.398 -0.051 0.038 0.09
H -22.620124 13.971225 -6.877395 -0.294 0.150 -0.196 0.09
H -25.032091 14.248986 -6.254333 0.127 -0.039 0.189 0.12
H -25.030198 12.490434 -5.775994 0.476 0.216 0.133 0.12
H -26.827204 13.588856 -7.934088 -0.063 0.158 0.139 0.13
H -27.193328 13.297805 -6.175806 -0.221 0.341 -0.318 0.12
H -26.203913 11.225688 -7.918949 -0.177 -0.101 -0.054 0.09
H -28.639258 11.737965 -8.401520 0.248 -0.166 -0.208 0.12
H -28.853152 11.575066 -6.697889 0.135 0.022 0.060 0.12
H -28.225592 9.256179 -6.667150 -0.236 -0.038 0.027 0.11
H -27.655923 9.285383 -8.303864 -0.090 0.126 -0.174 0.12
H -29.384046 7.482012 -7.719144 -0.272 -0.061 0.163 0.09
H -29.327942 7.952314 -9.403574 -0.254 -0.170 -0.130 0.09
H -30.925712 7.915898 -8.552979 -0.007 -0.112 -0.072 0.09
C -18.564079 8.309368 -3.459574 0.216 0.680 0.043 -0.11
O -19.127164 7.399192 -4.357302 0.199 -1.027 -0.625 -0.21
C -19.942842 7.912752 -5.387906 -1.120 1.341 0.718 -0.20
C -20.081048 7.035330 -6.618468 -0.052 -1.151 -0.412 -0.20
N -20.380052 7.737459 -7.844466 0.630 1.440 0.463 -0.05
C -21.736362 8.228415 -8.004361 0.021 -1.499 -0.181 -0.21
C -21.841732 8.940994 -9.335541 0.051 1.493 -0.503 -0.21
O -23.145708 9.191217 -9.835572 -0.210 -0.853 0.313 -0.18
C -23.990946 9.875727 -8.940722 0.012 0.147 0.266 -0.09
H -18.053981 7.735267 -2.686865 0.116 -0.084 -0.141 0.07
H -19.269025 8.976519 -2.944429 -0.343 -0.227 -0.216 0.09
H -17.851200 8.963047 -3.982458 0.099 -0.056 0.099 0.09
H -19.665832 8.932798 -5.692808 0.519 -0.183 -0.085 0.13
H -20.932447 8.055200 -4.925564 -0.072 0.025 -0.211 0.11
H -20.858761 6.267103 -6.465534 0.038 0.013 0.317 0.10
H -19.163990 6.470796 -6.794324 0.158 0.114 0.373 0.10
H -19.988233 7.323633 -8.673551 -0.182 -0.140 -0.064 0.08
H -22.005012 8.895118 -7.184116 0.261 0.052 -0.005 0.10
H -22.390289 7.339057 -7.933980 -0.429 0.427 -0.156 0.11
H -21.330737 8.467437 -10.176190 0.111 -0.436 0.360 0.11
H -21.333638 9.915187 -9.219685 0.052 -0.098 0.048 0.13
H -25.029438 9.638901 -9.171682 0.022 0.124 -0.348 0.09
H -23.804527 10.948998 -9.002606 -0.202 0.087 0.032 0.08
H -23.872140 9.571593 -7.896014 0.168 -0.064 -0.049 0.07
C -18.449832 7.181622 -12.918975 -1.047 -0.069 -0.006 -0.23
C -19.482580 6.181822 -13.457166 1.372 0.302 0.020 -0.22
O -19.310125 4.967645 -12.730521 -0.829 -0.139 0.578 -0.08
O -18.779707 7.403120 -11.552365 0.319 -0.463 -0.129 -0.10
H -18.570272 8.155314 -13.396008 0.286 -0.116 -0.228 0.12
H -17.449856 6.757171 -13.063183 0.116 0.291 0.128 0.12
H -19.343067 5.987498 -14.521995 -0.335 0.237 -0.088 0.12
H -20.441300 6.627128 -13.198245 -0.311 -0.444 -0.280 0.12
H -18.681459 4.368451 -13.137609 0.064 0.186 -0.219 0.10
H -18.786124 6.510975 -11.169351 0.145 0.168 0.313 0.06
C -23.636019 5.595577 -9.522360 0.061 -1.223 0.320 -0.22
C -22.401273 5.817540 -10.362959 -0.047 -0.395 -0.946 -0.23
O -22.090620 4.599421 -11.062503 -0.336 0.065 0.124 -0.07
O -23.298376 5.097043 -8.221617 -0.043 0.779 -0.033 -0.10
H -24.259546 4.800335 -9.949099 0.129 0.269 -0.638 0.13
H -24.267645 6.481471 -9.499023 0.270 0.204 0.607 0.11
H -21.512052 6.049379 -9.772576 -0.305 0.457 0.315 0.11
H -22.626172 6.620633 -11.074725 0.255 0.022 -0.014 0.12
H -21.333869 4.762980 -11.633923 0.216 -0.101 -0.033 0.04
H -22.804199 4.278316 -8.375687 -0.208 -0.252 0.447 0.04
C -25.017874 7.108265 -5.655019 -0.410 -0.228 0.642 -0.21
C -23.823913 7.894325 -5.164368 0.420 0.236 -0.606 -0.25
O -23.928156 8.383705 -3.835333 -0.303 -0.037 0.048 -0.06
O -26.160730 7.939210 -5.899507 0.433 0.009 0.056 -0.07
H -25.272212 6.378927 -4.874063 0.024 -0.126 -0.150 0.12
H -24.815310 6.573341 -6.580886 0.196 0.069 -0.019 0.11
H -23.649259 8.708409 -5.883714 -0.031 0.065 0.263 0.10
H -22.915295 7.289717 -5.154246 -0.195 -0.230 -0.128 0.10
H -24.677843 8.982778 -3.761578 0.085 0.100 -0.018 0.08
H -26.266383 8.494965 -5.120661 -0.273 0.051 -0.082 0.07
C -16.833637 2.431093 0.046098 -0.671 0.248 -0.127 -0.06
C -16.589133 3.468700 -1.040591 -0.115 -0.613 -1.280 -0.45
C -16.932788 4.903043 -0.644727 0.284 -0.978 1.110 -0.21
O -16.490480 5.824758 -1.602091 -0.057 0.073 -0.105 -0.20
C -15.338745 6.574302 -1.279887 -0.332 1.133 0.347 -0.11
N -15.209302 3.380769 -1.480541 0.662 0.148 0.768 0.05
H -17.914542 2.328044 0.189867 0.064 0.221 0.411 0.08
H -16.314792 2.704795 0.963917 -0.080 -0.114 0.102 0.08
H -16.534518 1.430050 -0.265330 0.366 0.132 -0.110 0.07
H -17.258435 3.201184 -1.876260 -0.065 0.121 0.012 0.12
H -16.495265 5.050699 0.354020 0.292 0.431 -0.188 0.13
H -18.006939 4.991837 -0.465560 -0.102 0.062 -0.418 0.11
H -15.628732 7.628511 -1.163932 -0.022 -0.036 -0.132 0.09
H -14.605833 6.554933 -2.087211 0.060 -0.359 0.035 0.08
H -14.902307 6.316001 -0.314011 0.148 -0.451 -0.185 0.09
H -14.816607 4.175568 -1.953893 -0.327 0.055 -0.246 0.05
H -14.957002 2.522892 -1.941074 -0.150 -0.038 -0.064 0.07
C -16.792928 8.179357 -9.247876 0.263 0.001 -0.542 -0.06
C -16.480692 6.853486 -8.584776 0.438 0.280 -0.099 -0.42
C -16.211078 7.045250 -7.101477 -0.940 0.191 0.693 -0.21
O -16.155601 5.768549 -6.483299 0.737 0.409 -0.132 -0.19
C -16.182403 5.837479 -5.081445 -0.590 -0.669 1.126 -0.10
N -17.491038 5.802813 -8.848547 0.598 0.425 0.705 0.08
H -17.784782 8.584291 -9.040665 -0.011 -0.149 0.273 0.07
H -16.735905 8.039441 -10.326234 -0.079 0.115 -0.006 0.06
H -16.037392 8.922245 -8.979149 -0.078 0.017 0.103 0.08
H -15.532454 6.495734 -9.002851 -0.128 -0.127 -0.139 0.14
H -17.030070 7.598571 -6.609516 -0.156 0.026 -0.311 0.12
H -15.327020 7.663098 -6.896839 0.275 -0.322 -0.240 0.13
H -15.367572 5.286683 -4.600647 0.226 0.038 -0.407 0.08
H -17.100629 5.357559 -4.724185 0.000 0.100 -0.005 0.08
H -16.191685 6.841114 -4.649417 0.082 0.159 -0.394 0.08
H -17.157080 5.106971 -8.176907 -0.439 -0.516 -0.431 0.06
H -18.344208 6.125502 -8.396625 -0.094 -0.009 -0.231 0.03
```
Forces are in eV/Å.

Properties
- F_max (Eh/bohr) = 0.0401
- E (eV) = -82719.2444
- M (g/mol) = 897.24
- spin multiplicity = 1
- energy relative to the best compared isomer or geometry (same formula, charge and spin) (kcal/mol) = 0.0
- HOMO-LUMO gap (hartree) = 0.334
- net charge = 0